No. 1
{
  "formula": "C32H32N3O",
  "method": "ωB97M-V with the def2-TZVPD basis set",
  "species": ["O", "N", "N", "N", "C", "C", "C", "C", "C", "C", "C", "C", "C", "C", "C", "C", "C", "C", "C", "C", "C", "C", "C", "C", "C", "C", "C", "C", "C", "C", "C", "C", "C", "C", "C", "C", "H", "H", "H", "H", "H", "H", "H", "H", "H", "H", "H", "H", "H", "H", "H", "H", "H", "H", "H", "H", "H", "H", "H", "H", "H", "H", "H", "H", "H", "H", "H", "H"],
  "positions_angstrom": [[0.474, 2.031, -3.138], [-1.445, -0.081, -2.892], [-2.073, -1.411, 2.875], [-5.606, 0.321, -3.163], [4.772, -0.241, 1.450], [5.083, 0.081, -2.927], [-0.074, -0.239, -2.833], [0.832, 0.837, -2.990], [0.890, -0.196, 4.459], [-2.243, -1.191, -3.102], [-1.716, -0.904, 5.320], [2.831, -0.722, -3.312], [4.575, 1.362, -2.660], [-1.367, -0.898, 3.975], [-6.510, 0.188, -2.036], [2.316, 0.542, -2.993], [3.642, 1.609, 2.525], [1.091, -0.848, 1.236], [-3.605, -1.083, -3.183], [0.542, -0.122, 5.817], [-2.049, 1.136, -2.681], [3.554, -0.797, 1.101], [-3.408, 1.295, -2.767], [2.333, -0.186, 1.500], [6.144, 1.524, 2.616], [-3.402, -1.993, 2.921], [-0.020, -0.850, 2.083], [-0.742, -0.488, 6.248], [4.831, 0.950, 2.189], [-1.305, -1.358, 1.753], [2.414, 1.072, 2.166], [-0.070, -0.538, 3.521], [3.200, 1.590, -2.701], [-4.228, 0.181, -3.026], [-6.183, 0.929, -4.347], [4.208, -0.960, -3.260], [-1.698, -2.123, -3.229], [-7.347, -0.474, -2.301], [1.907, 0.015, 4.136], [-3.821, 2.294, -2.636], [5.242, 2.193, -2.423], [-0.979, -0.451, 7.311], [5.705, -0.730, 1.160], [1.289, 0.218, 6.536], [-2.715, -1.218, 5.620], [-7.009, 0.305, -4.720], [-1.658, -1.713, 0.787], [6.968, 0.902, 2.258], [-3.381, -3.045, 2.602], [-4.089, -1.461, 2.249], [-6.585, 1.932, -4.129], [6.221, 1.596, 3.708], [2.797, 2.584, -2.504], [-5.971, -0.237, -1.179], [-1.391, 1.976, -2.529], [6.283, 2.538, 2.222], [3.501, -1.740, 0.549], [4.588, -1.959, -3.483], [0.271, -1.268, -2.800], [-4.208, -1.963, -3.405], [1.492, 1.592, 2.441], [-6.930, 1.167, -1.747], [-3.777, -1.934, 3.944], [3.693, 2.539, 3.099], [6.158, -0.097, -2.887], [2.141, -1.512, -3.604], [-5.414, 1.007, -5.126], [1.031, -1.474, 0.341]],
  "forces_ev_per_a": [[0.3517, -0.5552, 0.2568], [-0.9666, 0.0066, 0.3566], [0.8031, 0.2309, -1.9520], [-0.9080, -0.4232, -0.1495], [0.0180, 0.0168, 0.0472], [-0.2618, 0.1115, 0.0398], [1.0939, -0.2449, 0.1232], [-0.3864, 0.6937, -0.2434], [0.1979, 0.2957, 0.6042], [0.4236, 0.5619, 0.0470], [0.2446, 0.2499, 0.2214], [0.1454, 0.2147, 0.2882], [-0.1541, -0.3390, -0.0924], [1.0501, -0.1724, 0.0219], [0.2312, -0.0409, -0.0907], [0.1522, -0.1616, -0.0986], [-0.4564, -0.1268, -0.1543], [-0.6975, -0.0949, 0.3234], [-0.2630, 0.5821, 0.1811], [-0.1259, -0.2022, -0.4930], [0.3388, -0.1547, -0.4229], [-0.5592, 0.0206, -0.1111], [-0.4350, -1.0319, -0.2041], [0.8472, 0.4537, 0.0211], [0.3777, 0.0359, -0.0366], [-0.6098, -0.1929, -0.1526], [0.4934, 0.3508, -0.1813], [-0.2867, 0.0254, -0.5486], [-0.1030, -0.1396, -0.0656], [-0.3102, -0.3754, 1.6349], [-0.0563, -0.3211, 0.1900], [-0.7221, -0.3649, 0.1573], [0.0247, -0.1733, 0.0840], [0.6184, 0.3457, 0.0839], [0.2316, 0.0661, 0.0547], [-0.0854, 0.2316, 0.0601], [-0.1758, 0.2282, -0.0478], [0.1206, 0.1094, 0.1625], [-0.3090, -0.0112, 0.3250], [-0.0061, -0.3099, -0.0279], [-0.0952, -0.2917, -0.0823], [-0.0155, -0.0255, -0.3289], [-0.3567, 0.1127, 0.0816], [-0.2500, -0.2302, -0.1764], [0.3379, 0.0953, 0.1568], [0.1639, 0.1620, -0.0040], [-0.0313, 0.1028, 0.3061], [-0.0652, 0.1402, 0.0822], [0.1379, 0.3129, 0.2230], [0.2380, 0.0008, 0.2772], [0.0714, -0.0914, -0.1391], [-0.1086, -0.0602, -0.1846], [0.0350, -0.3228, -0.0665], [-0.2105, 0.0948, -0.1832], [0.2447, -0.2031, 0.0402], [-0.0732, -0.1721, 0.0258], [0.1379, 0.3273, 0.1287], [-0.0450, 0.3380, 0.0079], [-0.2198, 0.2768, -0.0491], [0.1605, 0.2735, 0.1142], [0.3190, -0.1631, -0.1728], [0.0704, -0.1793, 0.0644], [0.0095, -0.0381, -0.2759], [-0.0828, -0.2582, -0.3102], [-0.2803, 0.0281, -0.0374], [0.2935, 0.0852, 0.0433], [-0.2924, 0.0206, 0.1461], [0.0211, 0.2692, 0.1012]],
  "total_charge": 1,
  "lumo_ev": -4.79
}

=====

No. 2
{
  "formula": "C2H7O3Yb",
  "method": "ωB97M-V with the def2-TZVPD basis set",
  "species": ["Yb", "O", "O", "O", "C", "C", "H", "H", "H", "H", "H", "H", "H"],
  "positions_angstrom": [[3.043, -2.228, -0.971], [-1.269, -0.118, -0.578], [-1.380, 0.387, 0.753], [1.312, -1.304, 0.048], [-0.983, 0.940, -1.461], [0.244, -0.099, 1.569], [0.798, -0.843, 2.161], [0.397, -1.390, -0.323], [-0.427, 0.478, -2.290], [-0.252, 0.162, 2.517], [-1.918, 1.460, -1.713], [0.740, 0.855, 1.330], [-0.306, 1.701, -1.042]],
  "forces_ev_per_a": [[-0.8707, 0.4957, 0.5594], [-0.3508, 0.0217, 0.2989], [3.5445, -2.5794, 0.1523], [0.2369, -1.4305, -2.4884], [0.2925, 0.4902, 0.1687], [-2.5029, 4.4412, 4.0897], [-0.0967, -1.1779, -2.3023], [0.9829, 0.1853, 0.3845], [-0.6083, 0.2151, -0.1365], [-0.9839, 1.0503, -0.1660], [0.2938, -0.1963, -0.4558], [0.1777, -1.1158, -0.3663], [-0.1148, -0.3997, 0.2619]],
  "total_charge": 0,
  "lumo_ev": [-0.06, -0.70],
  "spin_multiplicity": 2
}

=====

No. 3
{
  "formula": "C6H13N",
  "method": "ωB97M-V with the def2-TZVPD basis set",
  "species": ["N", "C", "C", "C", "C", "C", "C", "H", "H", "H", "H", "H", "H", "H", "H", "H", "H", "H", "H", "H"],
  "positions_angstrom": [[-1.276, -1.818, 0.569], [0.904, 1.763, -1.700], [-0.509, 2.367, 0.194], [-0.178, 1.488, -0.760], [0.654, -2.405, 1.979], [1.128, 1.023, -2.788], [-0.498, -1.441, 1.771], [1.900, 1.301, -3.490], [1.132, -2.232, 2.945], [-0.698, 0.538, -0.841], [-0.013, 3.328, 0.201], [-2.232, -1.509, 0.706], [-1.318, -2.829, 0.540], [0.307, -3.439, 1.952], [1.527, 2.624, -1.479], [1.454, -2.307, 1.241], [0.567, 0.106, -2.919], [-0.185, -0.402, 1.681], [-1.226, 2.108, 0.959], [-1.116, -1.510, 2.676]],
  "forces_ev_per_a": [[0.1377, 0.2315, 0.3889], [-0.2055, -0.2530, -0.5564], [0.2679, -0.6618, -0.5000], [0.0641, 0.3829, 0.6012], [0.5996, 0.2642, -0.0037], [0.1022, 0.2134, 0.6926], [-0.4710, -0.5010, 0.1051], [0.0507, -0.2015, -0.0852], [-0.1122, -0.0464, 0.0494], [0.0925, -0.0854, 0.0270], [-0.0100, 0.0878, 0.3379], [-0.0127, 0.0327, -0.2154], [-0.0679, -0.0889, -0.1212], [-0.0648, -0.0084, 0.0722], [-0.0934, 0.1448, -0.1311], [-0.1963, 0.0583, -0.1906], [-0.0502, 0.0631, -0.3261], [0.2251, -0.0291, -0.0703], [-0.2147, 0.2659, -0.0270], [-0.0411, 0.1309, -0.0470]],
  "total_charge": 0,
  "smiles": "C=CC=C.CCN",
  "lumo_ev": 1.13
}

=====

No. 4
{
  "formula": "C26H21Cl2NOPPd",
  "method": "ωB97M-V with the def2-TZVPD basis set",
  "species": ["Pd", "Cl", "Cl", "P", "O", "N", "C", "C", "C", "C", "C", "C", "C", "C", "C", "C", "C", "C", "C", "C", "C", "C", "C", "C", "C", "C", "C", "C", "C", "C", "C", "C", "H", "H", "H", "H", "H", "H", "H", "H", "H", "H", "H", "H", "H", "H", "H", "H", "H", "H", "H", "H", "H"],
  "positions_angstrom": [[0.924, -1.047, 0.968], [-2.103, -4.256, 4.431], [-0.285, -2.717, 2.677], [0.334, 0.452, -0.960], [1.840, -3.478, -0.070], [2.845, -0.607, 1.579], [1.379, 0.697, 3.050], [-1.638, -2.651, 3.814], [-1.205, -0.265, -0.238], [-0.395, 1.795, -2.021], [1.550, -2.682, -4.172], [2.361, 2.009, 4.838], [2.665, 0.216, 2.590], [-3.059, -1.820, -0.151], [1.018, -1.463, -4.569], [-1.730, 1.881, -2.411], [1.320, -2.013, -1.860], [-3.607, -1.135, 0.924], [1.699, -2.943, -2.822], [0.774, -0.790, -2.249], [-1.774, 0.422, 0.845], [1.254, 1.557, 4.127], [0.643, -0.529, -3.617], [3.788, 0.721, 3.343], [-1.877, -1.383, -0.736], [3.623, 1.567, 4.412], [0.463, 2.844, -2.354], [-1.318, 3.996, -3.486], [-2.961, -0.007, 1.419], [0.012, 3.929, -3.094], [-2.189, 2.973, -3.137], [1.479, -2.380, -0.413], [2.250, 2.678, 5.682], [-2.416, 1.083, -2.149], [-1.466, -1.922, -1.581], [-2.491, -2.236, 3.294], [-3.378, 0.534, 2.260], [0.464, 0.392, 2.539], [0.261, 1.888, 4.421], [0.232, 0.419, -3.941], [1.494, 2.798, -2.019], [-4.537, -1.470, 1.366], [-1.277, 1.308, 1.222], [0.890, -1.240, -5.622], [-3.230, 3.024, -3.436], [4.507, 1.908, 4.945], [2.121, -3.878, -2.472], [1.843, -3.417, -4.912], [4.777, 0.403, 3.033], [-3.555, -2.701, -0.540], [-1.339, -2.042, 4.658], [-1.676, 4.846, -4.055], [0.695, 4.730, -3.352]],
  "forces_ev_per_a": [[0.5092, 0.3200, 0.1204], [-0.0076, 0.0183, -0.0036], [-0.2375, -0.3134, 0.2571], [0.2201, 0.2769, -0.1367], [0.0515, -0.3359, -0.4414], [-0.0069, -0.3253, -0.2295], [0.2016, -0.0444, -0.0329], [0.0524, -0.0156, -0.0148], [-0.2621, 0.2590, -0.2326], [-0.2064, -0.0516, 0.0396], [0.0283, -0.0412, 0.0354], [-0.0678, -0.0127, -0.0232], [-0.2726, 0.0016, -0.0689], [-0.0001, -0.0368, 0.0065], [0.0014, 0.0338, 0.0083], [0.0129, 0.0150, -0.0674], [-0.0657, -0.2528, -0.2555], [0.0270, 0.0154, -0.0244], [0.1580, -0.1566, -0.0757], [-0.0304, 0.2660, -0.1148], [-0.0626, -0.0154, -0.0113], [0.0454, -0.0347, -0.0124], [-0.1004, 0.1064, 0.1112], [-0.0058, 0.0380, 0.0415], [0.0671, -0.1066, 0.0724], [-0.0098, -0.0447, -0.0705], [-0.0235, -0.0272, -0.0667], [0.0247, -0.0128, 0.0003], [0.0353, 0.0063, 0.0100], [0.0184, -0.0528, 0.0257], [-0.0134, -0.0492, 0.0136], [0.1297, 0.4689, 0.9964], [0.0159, -0.0058, -0.0139], [-0.0097, 0.0176, -0.0036], [0.0048, -0.0061, 0.0041], [-0.0331, 0.0193, 0.0061], [-0.0035, 0.0192, -0.0241], [-0.1679, 0.0573, 0.0539], [-0.0172, -0.0169, -0.0135], [-0.0129, -0.0138, -0.0214], [-0.0077, 0.0355, -0.0083], [0.0236, -0.0124, 0.0162], [0.0138, -0.0080, 0.0474], [0.0151, 0.0233, 0.0138], [0.0088, -0.0060, 0.0128], [0.0072, -0.0116, -0.0212], [-0.0401, 0.0016, 0.0012], [0.0032, -0.0093, 0.0257], [-0.0156, -0.0038, 0.0174], [0.0106, 0.0140, -0.0078], [-0.0055, 0.0219, 0.0395], [-0.0018, -0.0017, 0.0101], [0.0014, -0.0100, 0.0092]],
  "total_charge": -1,
  "lumo_ev": [2.51, 2.51]
}

=====

No. 5
{
  "formula": "C7H10N4O3",
  "method": "ωB97M-V with the def2-TZVPD basis set",
  "species": ["O", "O", "O", "N", "N", "N", "N", "C", "C", "C", "C", "C", "C", "C", "H", "H", "H", "H", "H", "H", "H", "H", "H", "H"],
  "positions_angstrom": [[-3.076, -2.219, 0.040], [-3.284, 2.348, 0.812], [1.142, 1.587, 0.106], [-3.500, 0.054, 0.248], [-1.440, -0.707, -0.484], [-1.157, 2.067, -2.500], [-0.092, 0.920, 0.569], [-0.444, -1.726, -0.785], [0.965, 2.945, 0.405], [-1.118, 1.403, -1.579], [-2.968, 1.288, 0.374], [-1.025, 0.679, -0.401], [-2.651, -1.084, -0.062], [0.135, -2.388, 0.472], [0.140, 0.003, 1.056], [0.936, 3.051, 1.536], [1.976, 3.317, 0.009], [-0.582, -3.122, 1.015], [-0.897, -2.515, -1.492], [0.112, 3.356, -0.170], [-4.367, -0.321, 0.436], [0.438, -1.703, 1.314], [0.378, -0.980, -1.312], [1.076, -2.975, 0.242]],
  "forces_ev_per_a": [[0.2741, 0.8194, -0.1341], [-0.7574, -0.4414, -0.1210], [-1.9165, -1.8461, 0.4447], [2.7250, -0.4811, -0.6189], [-0.0645, 0.6645, 0.5058], [-0.3511, 1.5937, -2.3971], [1.1379, -0.8974, 0.3915], [1.8306, 1.1491, -1.3185], [2.0752, 0.8238, 0.3419], [0.6809, -0.8571, 2.2312], [-1.8669, 0.5448, 1.3804], [2.8194, -2.8075, -2.0088], [-1.2921, 0.6216, 0.1691], [0.3460, -1.6323, 1.4742], [-0.0675, 1.9113, -0.7014], [-0.3088, 0.3559, -1.4493], [-1.6082, 0.2310, 0.6292], [0.9215, 1.1927, -1.2932], [0.8702, 1.4010, 0.9573], [0.4927, 0.1079, 0.6434], [-2.9776, -0.1292, 0.9033], [-0.2324, -0.3173, -0.9997], [-1.6161, -2.6368, 0.9081], [-1.1143, 0.6294, 0.0617]],
  "total_charge": 0,
  "lumo_ev": [0.64, -2.20],
  "spin_multiplicity": 3
}

=====

| no. | strongest force on any atom (hartree/bohr) |
| --- | --- |
| 1 | 0.041 |
| 2 | 0.127 |
| 3 | 0.017 |
| 4 | 0.022 |
| 5 | 0.087 |